Density functional theory data (ωB97M-V/def2-TZVPD) for a 3-piece molecular cluster, C22H14BF9N3O8S2 overall in a non-equilibrium geometry.

Results
Highest occupied orbital energy (eV): -3.48
Kohn-Sham gap (eV): 4.50

```
! RIJCOSX wB97M-V def2-TZVPD def2/J DEFGRID3
* xyz -1 1
H -5.3377 1.3551 -2.6827
C 1.4929 -2.2446 2.4342
S -2.1885 1.5791 -2.1564
C -1.7086 -0.9785 -2.1792
N -0.0160 0.8091 4.6764
F 3.7858 2.2094 -0.1104
O -1.0200 1.2647 4.9262
F 1.9807 3.1630 0.8136
O -2.8607 0.2441 2.9655
C 2.1593 -1.3645 1.5966
C 1.5508 -0.0907 1.5001
O 2.4238 1.6335 3.3894
H 3.1092 -1.6731 1.1716
F 1.1735 4.2045 -2.1476
O 4.2048 0.3878 2.0824
C -0.5487 -0.7913 2.3861
C 1.0789 -0.6775 -1.3276
N 0.1436 -1.9447 4.4256
F 2.1516 -2.4240 -3.5560
H -0.4672 0.7938 0.9010
H -4.5596 -2.1325 1.7378
F 4.1373 -1.5998 -3.0055
F 3.0964 3.6083 -3.0697
H 0.8625 -1.6055 -0.8225
C 3.2046 2.6253 1.0389
C -3.5986 -1.5921 1.6444
H -4.7879 0.2024 2.0302
C -3.7286 -0.0892 1.8393
C -4.5991 1.1017 -3.4657
H -3.3755 0.4711 0.9411
H -3.1529 -1.8065 0.6372
C 0.1753 0.3960 -1.3346
B -2.0446 -0.9025 3.0069
H 0.1215 2.5238 -0.9221
C 1.6603 1.8727 -2.2881
O -2.7173 -2.1108 2.6745
H 3.1827 0.8918 -3.4838
C 0.2513 -1.7629 3.0215
O 3.2039 -3.7884 2.7364
H -4.3501 2.0202 -4.0257
C -2.9921 -0.7999 -2.7523
N 1.9886 -3.5224 2.8182
H -3.6338 -1.5958 -3.1157
O 1.1120 -4.3512 3.1542
C 2.4067 0.7599 -2.7307
C -3.3629 0.5327 -2.8645
C 2.8614 -1.7898 -2.5522
F 3.9952 3.5157 1.6531
C 2.1572 -0.5080 -2.1538
O -0.8068 -1.2606 4.9105
H -1.2045 -1.9309 -2.0549
H -5.0288 0.3597 -4.1507
F 2.8889 -2.6788 -1.4938
C -1.1271 0.2245 -1.7777
C 0.0880 -0.0275 1.3608
F 1.1950 3.2840 -4.1277
C 0.6560 1.7105 -1.3770
C 1.7973 3.2409 -2.8955
S 2.9206 1.0591 2.1503
*
```

---

Density functional theory data (ωB97M-V/def2-TZVPD) for C2H10O5 as an isolated structure in a non-equilibrium geometry.

Results
Highest occupied orbital energy (eV): -10.56
Kohn-Sham gap (eV): 10.93

```
! RIJCOSX wB97M-V def2-TZVPD def2/J DEFGRID3
* xyz 0 1
C -0.6309 0.4332 -0.3167
H -1.9790 -1.1320 1.9799
O 2.7492 1.0459 0.1705
H -2.2565 1.4722 0.6552
H -0.9839 -1.7817 1.1215
H 2.0008 -1.5464 -0.7058
H 2.4277 -0.0798 -0.8329
O -0.3457 -0.5211 -1.1211
H 1.7738 1.1421 0.3067
H -2.7606 0.0637 -0.3318
O 0.2291 0.9446 0.4321
H 0.8349 -0.6221 -1.1689
H 3.0712 1.0488 1.0771
C -2.0627 0.8939 -0.2346
H -2.2522 1.4370 -1.1677
O -1.8498 -1.9524 1.5046
O 2.0347 -0.8457 -1.3682
*
```

---

Density functional theory data (ωB97M-V/def2-TZVPD) for C29H30FeN4OSbSe as an isolated structure.

Results
<S²>: 8.767
Highest occupied orbital energy (spin up / spin down) (eV): -13.44 / -13.55
Kohn-Sham gap (spin up / spin down) (eV): 7.51 / 6.32

```
! RIJCOSX wB97M-V def2-TZVPD def2/J DEFGRID3
* xyz 2 6
H 2.6679 -2.6319 -2.2954
N -3.0947 -0.4365 -1.4231
C 5.1622 -1.3364 -0.8299
C -4.7783 0.5818 2.4649
C -2.0402 4.2470 -2.0282
N -1.5492 -1.7878 -0.4271
C 7.0646 -0.9066 0.7569
O 0.7021 0.3810 -0.4303
H 2.3266 0.9493 2.3050
H -1.8603 5.2926 -1.8220
H -3.2763 2.1377 -4.3791
C -1.0235 -2.9531 -0.0429
C 1.6708 -0.1943 -0.9761
H 5.8140 -2.0010 -1.3826
Fe -1.2709 0.3424 -0.1261
H -1.2386 -5.0844 -0.0260
C 3.5233 0.4235 0.6060
C -2.6294 3.8488 -3.2162
H -1.7323 3.4588 1.0405
C -2.7056 -1.7779 -1.1091
C -2.5912 0.1180 -2.5931
H 0.2024 -3.6227 1.5763
H -2.4348 0.8146 4.8782
H 7.0649 -1.4032 1.7294
H -5.8512 0.5483 2.3169
H 3.0333 -1.2099 -3.2758
H -0.0278 0.2799 2.0985
C 5.6600 -0.6830 0.2963
C -2.8392 2.4968 -3.4585
C -2.4655 1.6025 -2.4789
C 3.8685 -1.1443 -1.2701
C -2.0644 0.6284 2.7791
H -0.2477 1.7062 3.1113
N -2.5750 0.5180 1.5418
H 1.4517 -0.7017 -1.9212
C -1.6689 3.2912 -1.0895
H 7.5839 0.0441 0.8826
H 0.5038 -1.9492 1.0964
C -1.0361 3.6498 0.2202
C -4.2567 0.7055 3.7480
Sb -4.8418 0.3673 -0.5503
H 1.0842 -3.2906 0.0942
C -3.4182 -2.9060 -1.4247
N -1.8928 1.9912 -1.3206
H 3.3699 2.2338 1.7224
C -2.8758 -4.1265 -1.0277
C -3.9197 0.4884 1.3845
H -0.7600 4.7008 0.2526
H 5.2274 0.7420 1.8362
C 2.7226 1.4188 1.4007
H -4.3416 -2.8425 -1.9828
C -2.8867 0.7260 3.8999
C 3.0152 -0.2750 -0.5266
H -4.9107 0.7767 4.6067
C 4.8285 0.2010 0.9858
H -3.3892 -5.0506 -1.2566
Se -1.9539 -0.7608 -3.9855
C -0.5766 0.6759 2.9546
H -0.1336 3.0562 0.3868
H -0.2804 0.1026 3.8323
H -2.9231 4.5862 -3.9512
H 7.6258 -1.5219 0.0579
C -1.6761 -4.1481 -0.3441
H 4.2806 -2.3965 -2.9468
C 0.2628 -2.9451 0.7254
H 1.8921 1.8336 0.8413
C 3.4292 -1.8795 -2.5116
*
```

---

Density functional theory data (ωB97M-V/def2-TZVPD) for C9H28NO6Pd as an isolated structure in a non-equilibrium geometry.

Results
<S²>: 2.007
Highest occupied orbital energy (spin up / spin down) (eV): -11.20 / -12.10
Kohn-Sham gap (spin up / spin down) (eV): 6.94 / 6.55

```
! RIJCOSX wB97M-V def2-TZVPD def2/J DEFGRID3
* xyz 1 3
H 2.2590 2.6439 0.5835
H -1.4108 -2.7025 -4.0451
C -0.9251 3.6353 -0.4704
H 1.2598 2.4603 -1.3384
C -0.1637 4.4294 0.5829
O 1.1594 -6.6605 -1.8443
H -1.9717 3.7918 -0.2093
H -0.7494 4.1700 -1.4039
H 0.2111 -5.6053 2.7798
H -0.5272 5.4278 0.8262
C 0.4226 1.9184 -1.7783
H -1.0196 3.6234 2.4046
H -2.8356 1.7609 -0.9027
O -0.4899 0.0474 0.5604
H 0.1831 2.2298 -2.7950
O 0.2161 -4.6750 2.5546
O -0.5301 -2.7203 -3.6705
N -0.5321 1.5107 0.6331
O 3.2811 -3.1690 -0.4285
H 0.7208 4.1698 2.4086
H 0.8314 4.6082 0.1757
C 0.2932 2.0992 1.6130
C 1.8342 1.9268 1.2860
H -1.0083 1.5346 3.3951
H 2.4759 1.9954 2.1644
H -3.6502 -4.9902 0.3468
H 0.3536 0.4517 3.2852
Pd -0.0215 -3.7359 -0.6185
H 1.7840 -7.3285 -1.5617
H 0.7356 0.8754 -1.8264
C -0.0587 3.6115 1.8902
C -0.6490 2.1351 -0.6835
H -3.7832 -4.4187 -1.0488
C -1.9126 1.7360 -1.4819
H -2.1317 2.4868 -2.2411
H 1.9920 0.9378 0.8558
H 0.8589 -6.9604 -2.7022
H 0.4516 2.0235 3.9285
H 0.0483 -2.5250 -4.4078
O -3.1459 -4.5726 -0.3514
H 3.8949 -3.4945 -1.0869
H 3.8370 -2.7771 0.2450
H 0.2337 -4.2238 3.3986
H -1.8560 0.8438 -2.1055
C 0.0347 1.4744 3.0842
*
```

---

E across the listed records, respectively: -90686.1246 -12474.1521 -144826.7824 -27030.5792 eV.